# 1
A cluster of 2 separate species, C2H9N5 in total, computed with ωB97M-V/def2-TZVPD.

Values from the calculation:
- Orbital gap (spin up / spin down): 7.209 / 7.971 eV

```
! wB97M-V def2-TZVPD RIJCOSX def2/J DEFGRID3
* xyz 2 1
C 1.567 0.940 1.341
C -0.427 0.465 0.027
N -1.032 -1.517 -1.334
N 2.871 1.129 1.563
N -1.349 0.610 0.856
N 0.928 0.219 0.431
N -1.927 -1.659 -2.363
H 0.972 1.346 2.208
H 3.296 1.863 2.179
H 3.494 0.688 0.945
H -2.207 0.832 0.500
H -1.375 0.547 1.922
H 1.497 -0.272 -0.274
H -2.693 -0.989 -2.339
H -1.291 -1.565 -3.290
H -2.324 -2.638 -2.372
*
```

***

# 2
A structure of composition H24NeO12, computed with ωB97M-V/def2-TZVPD.

Values from the calculation:
- Orbital gap: 9.989 eV

```
! wB97M-V def2-TZVPD RIJCOSX def2/J DEFGRID3
* xyz 0 1
Ne 0.404 -0.112 0.146
O 3.167 1.070 1.013
H 3.678 1.844 0.776
H 3.278 0.473 0.274
O -0.920 1.858 -2.438
H -1.815 2.130 -2.235
H -0.463 2.673 -2.644
O -1.004 -1.342 3.627
H -0.218 -0.960 4.018
H -0.687 -1.796 2.846
O -0.348 -3.067 1.311
H -0.218 -2.831 0.393
H 0.528 -3.287 1.629
O -2.790 -2.208 -0.455
H -3.393 -1.701 0.088
H -2.607 -2.994 0.060
O -0.789 1.993 3.058
H -1.411 2.459 3.617
H -1.334 1.418 2.521
O 0.949 -2.482 -1.240
H 1.474 -3.280 -1.180
H 0.635 -2.467 -2.144
O 1.418 3.278 1.396
H 1.777 2.480 1.010
H 0.715 2.972 1.969
O -1.614 -0.958 -2.613
H -1.467 -0.037 -2.399
H -1.732 -1.385 -1.765
O -2.916 1.413 0.697
H -3.610 1.435 0.037
H -2.878 2.308 1.034
O 1.982 1.216 -2.608
H 2.094 0.999 -3.533
H 1.036 1.185 -2.467
O 3.326 -0.780 -1.016
H 3.226 -0.206 -1.776
H 2.528 -1.309 -1.009
*
```

***

# 3
A structure of composition C58H61GeN6Si3W, computed with ωB97M-V/def2-TZVPD.

Values from the calculation:
- ⟨S²⟩: 0.76
- Orbital gap (spin up / spin down): 5.281 / 5.382 eV

```
! wB97M-V def2-TZVPD RIJCOSX def2/J DEFGRID3
* xyz 2 2
W 0.219 -0.598 0.244
C 7.520 1.445 -1.355
C 6.505 2.371 -1.171
C 5.215 1.946 -0.884
C 4.934 0.588 -0.783
C 5.958 -0.339 -0.968
C 7.245 0.088 -1.253
C 3.562 0.094 -0.458
C 3.200 -0.041 0.879
C 4.075 0.206 1.976
C 3.458 -0.263 3.090
C 2.190 -0.778 2.693
N 2.024 -0.615 1.324
C 1.275 -1.346 3.564
C 0.002 -1.751 3.182
C -0.964 -2.270 4.089
C -2.139 -2.368 3.418
C -1.892 -1.960 2.074
C -2.789 -2.070 0.995
C -4.251 -1.913 1.122
C -5.079 -1.972 -0.009
C -6.442 -1.755 0.086
C -7.018 -1.434 1.305
C -6.207 -1.290 2.421
C -4.845 -1.510 2.329
C -2.199 -2.455 -0.218
N -0.928 -2.093 -0.651
C -0.701 -2.880 -1.779
C 0.347 -2.733 -2.669
C 0.368 -3.560 -3.905
C -0.617 -3.390 -4.875
C -0.588 -4.150 -6.034
C 0.414 -5.091 -6.224
C 1.391 -5.270 -5.255
C 1.373 -4.504 -4.100
C 1.363 -1.827 -2.448
C 2.433 -1.592 -3.360
C 3.298 -0.745 -2.761
C 2.798 -0.482 -1.451
N 1.541 -1.081 -1.286
C -1.767 -3.797 -1.956
C -2.715 -3.498 -1.032
N -0.559 -1.638 1.922
C 1.659 -1.480 4.997
C 2.601 -2.430 5.380
C 2.960 -2.553 6.715
C 2.386 -1.725 7.669
C 1.449 -0.774 7.290
C 1.082 -0.653 5.957
H 8.525 1.779 -1.578
H 6.716 3.429 -1.252
H 4.430 2.675 -0.749
H 5.745 -1.398 -0.883
H 8.035 -0.638 -1.393
H 5.055 0.643 1.884
H 3.831 -0.277 4.100
H -0.758 -2.548 5.108
H -3.059 -2.787 3.784
H -4.666 -2.141 -0.991
H -7.052 -1.817 -0.805
H -8.083 -1.261 1.378
H -6.634 -0.986 3.367
H -4.246 -1.315 3.203
H -1.398 -2.654 -4.726
H -1.349 -4.008 -6.791
H 0.432 -5.686 -7.127
H 2.168 -6.009 -5.398
H 2.133 -4.646 -3.342
H 2.505 -2.039 -4.337
H 4.227 -0.358 -3.144
H -1.785 -4.575 -2.700
H -3.640 -4.018 -0.852
H 3.046 -3.077 4.634
H 3.686 -3.299 7.009
H 2.668 -1.822 8.708
H 1.002 -0.129 8.034
H 0.349 0.087 5.657
N -0.357 3.361 5.285
C -0.288 2.622 4.166
C -1.338 1.775 3.769
C -1.218 1.031 2.628
N -0.124 1.022 1.838
C 0.874 1.847 2.215
C 0.839 2.644 3.328
H -1.196 3.387 5.838
H 0.379 3.999 5.532
H -2.252 1.712 4.343
H -2.037 0.395 2.336
H 1.753 1.863 1.593
H 1.689 3.276 3.547
C -2.941 -0.669 -3.162
Si -1.725 0.748 -3.330
C -2.754 2.125 -4.082
C -0.395 0.393 -4.603
Ge -0.804 1.360 -1.147
Si -2.541 2.705 -0.078
C -1.855 3.927 1.185
C -3.847 1.543 0.628
C -3.492 3.805 -1.260
Si 0.829 3.100 -1.702
C -0.127 4.615 -2.236
C 1.842 3.635 -0.216
C 1.954 2.645 -3.131
H -3.461 -0.781 -4.119
H -3.696 -0.428 -2.408
H -2.500 -1.630 -2.911
H -2.811 1.890 -5.150
H -2.359 3.134 -3.991
H -3.774 2.114 -3.703
H -0.859 -0.042 -5.492
H 0.396 -0.272 -4.275
H 0.069 1.332 -4.911
H -0.883 3.683 1.605
H -2.561 4.050 2.010
H -1.763 4.898 0.693
H -3.467 0.596 1.004
H -4.553 1.293 -0.168
H -4.419 2.024 1.426
H -2.910 4.655 -1.610
H -4.307 4.208 -0.648
H -3.946 3.320 -2.116
H -0.715 5.079 -1.446
H -0.766 4.442 -3.099
H 0.638 5.338 -2.541
H 1.209 3.927 0.622
H 2.430 4.512 -0.503
H 2.540 2.873 0.126
H 1.505 2.983 -4.067
H 2.155 1.583 -3.230
H 2.909 3.165 -3.021
*
```

***

# 4
A structure of composition C49H50CsGe2N11O2S3Sb, computed with ωB97M-V/def2-TZVPD.

Values from the calculation:
- ⟨S²⟩: 0.77
- Orbital gap (spin up / spin down): 3.935 / 6.027 eV

```
! wB97M-V def2-TZVPD RIJCOSX def2/J DEFGRID3
* xyz -2 2
Cs -1.636 -0.999 1.458
C -0.247 1.699 -2.994
C -0.588 1.514 -1.723
N -1.649 0.637 -1.383
C -2.200 -0.266 -2.493
C -1.681 0.106 -3.840
N -0.832 1.021 -4.088
C -2.423 -1.733 -2.212
C -3.232 -2.422 -3.080
C -3.492 -3.813 -2.868
C -2.908 -4.318 -1.667
C -2.140 -3.530 -0.850
N -1.827 -2.232 -1.124
C -1.639 -4.081 0.450
C -2.377 -5.050 1.131
N -1.972 -5.607 2.269
C -0.840 -5.141 2.774
C -0.128 -4.130 2.144
N -0.498 -3.617 0.979
C -4.270 -4.605 -3.751
C -4.638 -5.958 -3.487
C -5.398 -6.669 -4.381
N -5.865 -6.211 -5.558
C -5.522 -4.937 -5.813
C -4.772 -4.126 -4.997
H 0.580 2.345 -3.248
H -0.055 1.943 -0.887
H -2.054 -0.485 -4.674
H -3.695 -1.896 -3.904
H -3.051 -5.355 -1.400
H -3.335 -5.368 0.740
H -0.503 -5.534 3.726
H 0.764 -3.725 2.607
H -4.344 -6.445 -2.567
H -5.664 -7.694 -4.135
H -5.879 -4.535 -6.758
H -4.556 -3.120 -5.333
C 4.669 -4.239 2.846
C 3.740 -3.040 3.037
Ge 3.549 -2.006 1.400
C 2.974 -3.110 -0.101
C 4.120 -3.577 -0.995
C 5.247 -1.094 1.056
C 5.286 0.222 0.817
Ge 3.508 1.035 0.519
C 3.096 0.713 -1.367
C 3.574 1.751 -2.377
C 3.123 2.840 1.133
C 4.022 3.999 0.715
C 6.582 0.941 0.661
C 6.711 2.009 -0.223
C 7.924 2.664 -0.389
C 9.032 2.271 0.346
C 8.916 1.220 1.247
C 7.704 0.565 1.402
H 4.758 -4.832 3.758
H 5.678 -3.928 2.562
H 4.303 -4.907 2.063
H 4.105 -2.365 3.813
H 2.750 -3.368 3.359
H 2.241 -2.527 -0.662
H 2.417 -3.958 0.305
H 4.685 -2.732 -1.396
H 3.754 -4.159 -1.844
H 4.831 -4.206 -0.453
H 6.183 -1.653 1.095
H 2.016 0.593 -1.431
H 3.522 -0.270 -1.592
H 3.191 2.748 -2.144
H 3.236 1.507 -3.387
H 4.664 1.819 -2.418
H 3.069 2.771 2.222
H 2.092 3.012 0.808
H 5.031 3.899 1.119
H 3.618 4.948 1.076
H 4.114 4.085 -0.370
H 5.855 2.338 -0.798
H 7.996 3.486 -1.091
H 9.976 2.788 0.230
H 9.768 0.917 1.842
H 7.616 -0.235 2.125
S 0.680 0.246 6.636
Sb -0.472 -0.139 4.736
S -1.271 -2.267 4.606
S 2.186 -0.281 1.739
N -3.863 1.650 -1.723
C -2.918 0.828 -1.830
H -4.635 1.315 -2.299
N -6.214 8.650 -1.257
C -5.457 7.905 -0.814
C -4.497 6.984 -0.254
C -3.414 7.478 0.464
C -2.484 6.601 0.991
C -2.644 5.229 0.820
C -3.736 4.728 0.108
C -4.648 5.610 -0.436
N -1.689 4.352 1.355
C -0.847 4.566 2.432
C -0.178 3.400 2.613
N -0.574 2.463 1.679
C -1.490 3.058 0.969
H -3.295 8.545 0.598
H -1.623 6.979 1.524
H -3.875 3.665 -0.018
H -5.492 5.226 -0.994
H -0.858 5.482 2.993
H 0.540 3.159 3.381
H -2.076 2.607 0.190
O -3.898 2.919 2.654
C -4.275 1.798 2.342
C -5.616 1.235 2.823
C -5.702 -0.108 2.126
C -4.381 -0.182 1.360
O -4.064 -1.160 0.681
N -3.606 0.912 1.544
H -6.408 1.937 2.556
H -5.593 1.167 3.911
H -6.525 -0.190 1.414
H -5.769 -0.963 2.800
*
```

***

# 5
A structure of composition C46H50BrF4NO2P2RuSi3, computed with ωB97M-V/def2-TZVPD.

Values from the calculation:
- ⟨S²⟩: 0.96
- Orbital gap (spin up / spin down): 6.393 / 6.513 eV

```
! wB97M-V def2-TZVPD RIJCOSX def2/J DEFGRID3
* xyz 1 2
Ru 0.159 -0.019 0.258
C -3.086 -0.249 2.222
Si -2.804 1.226 1.078
C -3.786 2.671 1.745
C -3.639 0.752 -0.555
C -0.974 1.677 0.885
Si -0.826 3.245 -0.327
C 1.030 3.496 -0.873
C -2.947 3.866 -2.124
C -0.790 4.645 1.026
Si -0.122 1.928 2.523
C 1.622 2.631 2.552
C -1.055 2.763 3.924
C 0.039 0.134 3.136
C 0.168 -0.268 4.464
C 0.257 -1.610 4.781
C 0.189 -2.542 3.754
C 0.065 -2.089 2.459
N 0.011 -0.787 2.149
H -4.160 -0.442 2.307
H -2.706 -0.072 3.232
H -2.618 -1.157 1.834
H -4.840 2.385 1.817
H -3.711 3.521 1.064
H -3.460 2.994 2.733
H -4.502 1.401 -0.727
H -4.003 -0.280 -0.531
H -2.972 0.877 -1.408
H 1.551 2.534 -0.956
H 1.546 4.104 -0.131
H 1.123 4.015 -1.833
H -3.092 2.821 -2.422
H -2.455 4.401 -2.946
H -3.930 4.314 -1.976
H 0.073 4.621 1.696
H -1.703 4.637 1.625
H -0.766 5.603 0.497
H 1.604 3.672 2.872
H 2.126 2.589 1.584
H 2.231 2.074 3.271
H -1.395 3.757 3.635
H -0.395 2.887 4.790
H -1.923 2.183 4.245
H 0.189 0.486 5.240
H 0.364 -1.932 5.809
H 0.233 -3.603 3.953
H -0.006 -2.779 1.633
F 5.407 -4.504 1.688
C 4.389 -3.961 1.045
C 3.682 -4.706 0.116
F 4.039 -5.958 -0.133
C 2.609 -4.136 -0.555
F 1.977 -4.880 -1.465
C 2.218 -2.831 -0.300
P 0.844 -1.944 -1.131
C 1.719 -1.578 -2.735
C 1.267 -1.506 -4.910
C 2.160 -1.172 -6.060
C 3.280 -0.482 -5.884
C 3.710 -0.025 -4.529
C 3.052 -0.785 -2.560
C -0.498 -3.106 -1.521
C -1.342 -2.806 -2.733
C -2.686 -3.580 -2.873
C -3.046 -4.460 -1.720
C -2.215 -4.670 -0.704
C -0.925 -3.978 -0.605
C 2.961 -2.103 0.612
Br 2.627 -0.188 0.923
C 4.034 -2.640 1.287
F 4.747 -1.923 2.150
H 0.261 -1.730 -5.267
H 1.872 -1.528 -7.041
H 3.926 -0.261 -6.724
H 4.436 0.781 -4.610
H 3.360 -0.568 -1.548
H -0.761 -2.873 -3.649
H -2.748 -4.165 -3.794
H -4.007 -4.960 -1.765
H -2.488 -5.344 0.098
H -0.327 -4.186 0.274
O -2.220 3.996 -0.930
C -0.890 2.003 -1.960
O -0.087 0.766 -1.794
C -0.524 2.239 -3.446
P -0.210 0.477 -3.374
C -1.693 -0.437 -3.689
C -2.122 -1.463 -2.677
C -3.446 -2.217 -2.989
C -4.004 -1.974 -4.355
C -3.471 -1.117 -5.226
C -2.299 -0.312 -4.876
C 1.259 -0.454 -3.766
C 1.766 -2.626 -3.888
C 3.101 -3.244 -4.151
C 4.230 -2.565 -3.997
C 4.211 -1.153 -3.522
C 2.576 0.318 -3.529
H 0.372 2.846 -3.610
H -1.332 2.554 -4.102
H -2.103 -1.048 -1.670
H -4.227 -2.084 -2.238
H -4.883 -2.547 -4.628
H -3.901 -0.988 -6.210
H -1.944 0.410 -5.606
H 1.037 -3.422 -3.773
H 3.116 -4.275 -4.485
H 5.186 -3.028 -4.213
H 5.173 -0.883 -3.091
H 2.486 1.359 -3.223
*
```

***

# 6
An isolated molecule of HNO2S2, computed with ωB97M-V/def2-TZVPD.

Values from the calculation:
- Orbital gap: 9.034 eV
- SMILES: O=S(=O)=NS

```
! wB97M-V def2-TZVPD RIJCOSX def2/J DEFGRID3
* xyz 0 1
O -1.775 0.720 1.395
S -0.831 0.178 0.434
O -1.234 -0.860 -0.439
N 0.590 0.742 0.509
S 2.026 -0.254 -0.369
H 1.224 -0.526 -1.531
*
```

***

no.,F_max (eV Å⁻¹),E (hartree)
1,4.73,-354.52433
2,0.93,-1046.22449
3,0.91,-5587.48729
4,2.42,-8258.91388
5,1.16,-6607.23593
6,3.99,-1002.10323